No. 1
{"formula": "C62H137N5O3P", "method": "the ωB97M-V functional and the def2-TZVPD basis", "species": ["C", "C", "C", "C", "N", "C", "C", "C", "C", "C", "H", "H", "H", "H", "H", "H", "H", "H", "H", "H", "H", "H", "H", "H", "H", "H", "H", "H", "H", "H", "C", "C", "C", "C", "N", "C", "C", "C", "C", "C", "H", "H", "H", "H", "H", "H", "H", "H", "H", "H", "H", "H", "H", "H", "H", "H", "H", "H", "H", "H", "C", "C", "C", "C", "N", "C", "C", "C", "C", "C", "H", "H", "H", "H", "H", "H", "H", "H", "H", "H", "H", "H", "H", "H", "H", "H", "H", "H", "H", "H", "C", "C", "C", "C", "N", "C", "C", "C", "C", "C", "H", "H", "H", "H", "H", "H", "H", "H", "H", "H", "H", "H", "H", "H", "H", "H", "H", "H", "H", "H", "C", "C", "C", "C", "N", "C", "C", "C", "C", "C", "H", "H", "H", "H", "H", "H", "H", "H", "H", "H", "H", "H", "H", "H", "H", "H", "H", "H", "H", "H", "C", "C", "C", "C", "P", "C", "C", "C", "C", "C", "C", "C", "C", "C", "C", "C", "C", "H", "H", "H", "H", "H", "H", "H", "H", "H", "H", "H", "H", "H", "H", "H", "H", "H", "H", "H", "H", "H", "H", "H", "H", "H", "H", "H", "H", "H", "H", "H", "H", "H", "H", "H", "H", "O", "C", "O", "O", "H"], "coordinates": [[-1.844, 5.631, -5.898], [-0.640, 6.058, -5.001], [0.153, 4.854, -4.500], [-0.628, 4.117, -3.413], [0.102, 3.100, -2.537], [1.040, 2.208, -3.351], [2.421, 2.242, -2.693], [2.126, 2.695, -1.297], [1.044, 3.695, -1.471], [-0.903, 2.228, -1.795], [-2.495, 5.037, -5.252], [-1.450, 4.996, -6.690], [-2.362, 6.520, -6.245], [-0.956, 6.643, -4.135], [-0.093, 6.689, -5.701], [1.039, 5.297, -4.035], [0.392, 4.294, -5.402], [-1.337, 3.479, -3.947], [-1.243, 4.708, -2.735], [0.584, 1.249, -3.594], [1.305, 2.565, -4.348], [2.988, 1.310, -2.685], [3.088, 2.968, -3.161], [1.856, 1.860, -0.642], [2.932, 3.196, -0.757], [0.485, 4.015, -0.593], [1.373, 4.603, -1.984], [-1.586, 1.873, -2.560], [-1.347, 2.936, -1.094], [-0.404, 1.497, -1.158], [1.232, -6.198, -0.072], [2.765, -6.366, -0.250], [3.520, -5.409, -1.187], [5.027, -5.370, -0.984], [5.710, -4.520, -2.071], [5.525, -5.142, -3.422], [6.854, -4.925, -4.173], [7.778, -4.192, -3.186], [7.174, -4.417, -1.779], [5.181, -3.055, -2.025], [0.963, -7.070, 0.525], [0.636, -6.242, -0.981], [1.079, -5.307, 0.535], [3.054, -7.407, -0.417], [3.265, -6.281, 0.722], [3.150, -4.396, -0.998], [3.275, -5.562, -2.241], [5.558, -6.303, -0.792], [5.283, -4.780, -0.098], [4.641, -4.714, -3.880], [5.524, -6.229, -3.362], [6.806, -4.299, -5.064], [7.324, -5.846, -4.512], [7.857, -3.139, -3.457], [8.788, -4.594, -3.247], [7.461, -3.805, -0.928], [7.491, -5.417, -1.468], [5.238, -2.740, -0.989], [4.187, -2.975, -2.450], [5.876, -2.512, -2.662], [-1.798, -3.893, -4.817], [-0.726, -3.272, -3.915], [0.704, -3.257, -4.538], [0.935, -2.080, -5.421], [2.108, -2.201, -6.391], [3.377, -2.738, -5.700], [3.853, -1.588, -4.854], [3.771, -0.425, -5.859], [2.620, -0.827, -6.755], [1.743, -3.092, -7.591], [-2.761, -3.962, -4.302], [-1.729, -4.956, -5.070], [-2.006, -3.381, -5.760], [-0.712, -4.037, -3.136], [-1.129, -2.362, -3.470], [0.622, -4.248, -4.991], [1.396, -3.271, -3.694], [1.176, -1.262, -4.742], [0.065, -1.885, -6.047], [3.963, -3.026, -6.575], [3.214, -3.671, -5.161], [4.882, -1.824, -4.583], [3.234, -1.588, -3.956], [4.627, -0.445, -6.530], [3.528, 0.578, -5.518], [2.894, -0.806, -7.809], [1.774, -0.140, -6.688], [0.835, -2.884, -8.152], [1.777, -4.111, -7.215], [2.557, -2.936, -8.299], [-0.580, -3.433, 2.989], [-1.656, -3.634, 1.957], [-2.656, -4.799, 2.132], [-3.690, -4.535, 3.234], [-4.902, -5.457, 3.204], [-5.904, -5.018, 4.323], [-5.578, -5.920, 5.504], [-5.231, -7.260, 4.896], [-4.535, -6.917, 3.543], [-5.547, -5.413, 1.828], [0.013, -4.307, 3.263], [-0.835, -2.934, 3.929], [0.089, -2.658, 2.597], [-1.129, -3.839, 1.023], [-2.181, -2.677, 1.890], [-2.062, -5.680, 2.381], [-3.061, -4.897, 1.127], [-4.089, -3.535, 3.052], [-3.274, -4.593, 4.238], [-6.894, -5.170, 3.897], [-5.716, -3.951, 4.417], [-6.571, -6.005, 5.951], [-4.892, -5.422, 6.184], [-6.075, -7.911, 4.683], [-4.534, -7.797, 5.538], [-4.759, -7.599, 2.725], [-3.450, -6.958, 3.638], [-5.517, -4.359, 1.560], [-6.538, -5.853, 1.825], [-4.806, -5.966, 1.259], [2.262, 0.829, 7.174], [2.115, -0.389, 6.322], [3.150, -0.599, 5.214], [2.864, 0.281, 4.028], [3.808, 0.078, 2.811], [3.367, 0.992, 1.671], [4.621, 1.714, 1.156], [5.773, 0.914, 1.746], [5.249, 0.537, 3.109], [3.719, -1.395, 2.326], [3.284, 0.991, 7.521], [1.590, 0.934, 8.022], [2.060, 1.720, 6.568], [1.094, -0.460, 5.920], [2.040, -1.321, 6.891], [3.026, -1.648, 4.932], [4.156, -0.538, 5.636], [2.925, 1.344, 4.256], [1.880, -0.014, 3.662], [3.187, 0.232, 0.912], [2.529, 1.658, 1.843], [4.825, 1.804, 0.088], [4.692, 2.763, 1.455], [6.033, -0.039, 1.278], [6.711, 1.448, 1.894], [5.796, -0.202, 3.690], [5.185, 1.448, 3.707], [2.739, -1.728, 2.655], [4.435, -1.941, 2.942], [3.984, -1.451, 1.276], [-3.088, 8.462, 6.428], [-2.693, 8.379, 4.947], [-3.210, 7.082, 4.301], [-2.596, 6.907, 2.885], [-3.059, 5.330, 2.177], [-3.107, 5.438, 0.369], [-4.035, 6.496, -0.235], [-3.751, 6.725, -1.722], [-5.035, 7.085, -2.528], [-1.838, 4.075, 2.709], [-2.129, 2.609, 2.233], [-0.925, 1.636, 2.373], [-1.375, 0.158, 2.458], [-4.709, 4.906, 2.904], [-5.551, 3.745, 2.256], [-6.977, 3.886, 2.772], [-7.966, 2.816, 2.260], [-3.144, 9.450, 6.879], [-2.468, 7.831, 7.069], [-4.091, 8.054, 6.589], [-1.604, 8.284, 4.858], [-2.927, 9.340, 4.489], [-4.276, 7.304, 4.249], [-2.944, 6.249, 4.951], [-1.536, 7.175, 2.882], [-2.936, 7.683, 2.191], [-3.368, 4.479, -0.086], [-2.083, 5.609, 0.012], [-4.028, 7.445, 0.297], [-5.016, 6.017, -0.206], [-3.287, 5.843, -2.187], [-2.887, 7.366, -1.930], [-5.846, 7.502, -1.940], [-5.346, 6.133, -2.966], [-4.775, 7.634, -3.432], [-1.849, 4.139, 3.800], [-0.834, 4.380, 2.403], [-2.347, 2.609, 1.163], [-2.921, 2.160, 2.831], [-0.475, 1.942, 3.322], [-0.226, 1.795, 1.551], [-2.138, -0.060, 3.204], [-0.462, -0.410, 2.646], [-1.715, -0.256, 1.507], [-5.263, 5.818, 2.635], [-4.802, 5.045, 3.980], [-5.159, 2.774, 2.569], [-5.411, 3.749, 1.174], [-7.366, 4.880, 2.536], [-7.030, 3.860, 3.863], [-7.529, 1.841, 2.479], [-8.096, 2.969, 1.189], [-8.923, 2.901, 2.768], [0.709, -2.619, -0.817], [1.489, -1.484, -0.613], [0.980, -0.630, 0.174], [2.717, -1.513, -0.864], [0.063, -2.248, -0.172]], "orbital_gap_ha": 0.344, "e_above_lowest_ev": 2.002, "spin_multiplicity": 1, "energy_ev": -89351.7865, "largest_force_ev_per_a": 3.77, "charge": 5}


No. 2
{"formula": "C20H27IrN2S4", "method": "the ωB97M-V functional and the def2-TZVPD basis", "species": ["Ir", "C", "C", "S", "C", "C", "S", "C", "C", "S", "C", "C", "S", "H", "H", "H", "H", "H", "H", "H", "H", "H", "H", "H", "H", "H", "H", "H", "H", "C", "N", "C", "C", "C", "C", "C", "N", "C", "C", "C", "C", "C", "C", "H", "H", "H", "H", "H", "H", "H", "H", "H", "H", "H"], "coordinates": [[-0.400, 0.341, 0.649], [-2.388, -2.164, 1.444], [-3.422, -1.133, 1.087], [-2.709, 0.079, -0.071], [-3.173, -0.508, -1.735], [-2.286, -1.541, -2.395], [-0.589, -0.917, -2.403], [0.315, -2.457, -2.123], [1.659, -2.108, -1.518], [1.598, -1.149, 0.021], [1.591, -2.309, 1.412], [0.203, -2.749, 1.789], [-0.895, -1.307, 2.082], [-2.089, -2.728, 0.562], [-2.711, -2.852, 2.227], [-3.725, -0.558, 1.963], [-4.319, -1.568, 0.649], [-3.218, 0.408, -2.325], [-4.198, -0.861, -1.611], [-2.627, -1.706, -3.417], [-2.333, -2.495, -1.867], [0.453, -2.982, -3.068], [-0.253, -3.101, -1.448], [2.238, -1.472, -2.191], [2.255, -2.996, -1.303], [2.066, -1.756, 2.225], [2.233, -3.161, 1.187], [0.177, -3.319, 2.719], [-0.240, -3.343, 0.994], [2.578, 1.522, 0.784], [1.205, 1.490, 1.288], [0.879, 2.365, 2.217], [-0.449, 2.466, 2.597], [-1.164, 3.307, 3.462], [-2.504, 3.048, 3.235], [-2.572, 2.078, 2.229], [-1.336, 1.715, 1.842], [2.622, 1.646, -0.722], [1.483, 1.863, -1.485], [1.551, 1.924, -2.874], [2.773, 1.779, -3.508], [3.925, 1.586, -2.750], [3.849, 1.520, -1.369], [3.107, 0.617, 1.086], [3.108, 2.357, 1.246], [1.637, 3.021, 2.631], [-0.737, 4.020, 4.148], [-3.352, 3.515, 3.706], [-3.467, 1.693, 1.771], [0.522, 2.074, -1.006], [0.656, 2.109, -3.453], [2.836, 1.836, -4.586], [4.884, 1.492, -3.241], [4.751, 1.367, -0.787]], "orbital_gap_ha": 0.226, "spin_multiplicity": 1, "energy_ev": -70323.7415, "largest_force_ev_per_a": 0.73, "charge": 2}


No. 3
{"formula": "C6H12O", "method": "the ωB97M-V functional and the def2-TZVPD basis", "species": ["C", "O", "C", "C", "C", "C", "C", "H", "H", "H", "H", "H", "H", "H", "H", "H", "H", "H", "H"], "coordinates": [[2.224, -0.963, -0.083], [0.777, -0.854, -0.045], [0.234, 0.499, 0.811], [-0.280, 1.547, -0.172], [-1.683, 1.335, 0.481], [-1.051, 0.208, 1.260], [-0.696, -1.474, -1.158], [2.591, -0.945, 0.956], [2.692, -0.114, -0.603], [2.565, -1.900, -0.527], [1.143, 0.632, 1.409], [0.142, 2.556, -0.089], [-0.188, 1.224, -1.215], [-2.525, 1.109, -0.193], [-1.967, 2.192, 1.106], [-1.340, -0.278, 2.187], [-1.754, -1.251, -0.966], [-0.357, -0.997, -2.070], [-0.499, -2.538, -1.098]], "orbital_gap_ha": [0.240, 0.275], "e_above_lowest_ev": 6.890, "spin_multiplicity": 1, "energy_ev": -8457.4637, "largest_force_ev_per_a": 0.96, "charge": 0}


No. 4
{"formula": "C6H14N2", "method": "the ωB97M-V functional and the def2-TZVPD basis", "species": ["C", "N", "N", "C", "C", "C", "C", "C", "H", "H", "H", "H", "H", "H", "H", "H", "H", "H", "H", "H", "H", "H"], "coordinates": [[1.721, 2.257, -0.567], [1.022, 1.406, 0.055], [0.154, 0.557, -0.464], [0.042, 0.280, -1.881], [-0.350, -0.439, 0.488], [-1.679, -1.013, -0.008], [0.680, -1.564, 0.666], [-0.584, 0.257, 1.832], [1.763, 2.421, -1.644], [2.340, 2.894, 0.041], [0.348, -0.744, -2.114], [-0.984, 0.433, -2.222], [0.688, 0.956, -2.434], [-2.385, -0.211, -0.211], [-2.102, -1.653, 0.762], [-1.552, -1.608, -0.908], [1.625, -1.142, 1.001], [0.847, -2.091, -0.271], [0.334, -2.281, 1.405], [-0.978, -0.454, 2.554], [-1.295, 1.069, 1.711], [0.346, 0.670, 2.208]], "orbital_gap_ha": 0.329, "e_above_lowest_ev": 1.615, "smiles": "C=NN(C)C(C)(C)C", "spin_multiplicity": 1, "energy_ev": -9427.8689, "largest_force_ev_per_a": 0.65, "charge": 0}